Formula: C31H63N14O21
Source: OMol25
Level of theory: ωB97M-V/def2-TZVPD

The geometry in XYZ format:
```
129
Properties=species:S:1:pos:R:3:forces:R:3
C 36.13100 49.65600 60.07300 0.590 -2.976 3.385
C 37.10700 49.90600 58.99300 1.613 -1.932 -3.311
C 36.77400 49.11800 57.59700 0.884 0.389 0.619
C 35.56200 49.79600 57.01200 5.241 -0.598 -3.955
C 36.04900 51.12400 56.46400 1.705 -2.175 -0.453
C 36.53800 52.07700 57.58700 1.665 0.900 -2.913
N 37.28400 51.39700 58.65400 4.287 1.078 4.870
O 38.12300 52.00500 59.43800 -4.761 -2.499 -4.757
C 35.43900 52.79600 58.24100 -2.901 3.964 0.648
C 37.44300 53.18800 56.99200 -1.429 1.123 1.201
C 38.49600 49.36100 59.33800 0.869 2.033 0.599
H 36.36300 48.42000 60.45400 -0.779 3.833 -1.111
H 35.11000 49.69100 59.83700 -1.437 -0.106 -0.972
H 36.17300 50.29600 60.99900 0.731 -0.514 -0.902
H 36.65200 48.02600 57.81100 -0.042 1.009 0.263
H 37.71900 49.13200 56.84700 -2.161 0.353 1.769
H 34.77800 49.95000 57.52700 -5.316 0.883 5.059
H 35.11600 49.17900 56.27900 -0.054 -0.568 -1.578
H 35.35800 51.52600 55.78500 -1.439 1.469 -0.112
H 36.79800 50.79200 55.68600 0.296 0.964 1.163
H 35.04600 53.66200 57.45400 1.143 -2.155 2.213
H 35.56700 53.20400 59.29200 1.022 0.273 -1.420
H 34.56600 52.27300 58.50800 -1.242 -1.600 -0.538
H 36.98800 53.81200 56.24500 -1.405 -0.342 -0.523
H 38.30100 52.94000 56.47700 2.270 -1.350 -0.352
H 37.57400 53.93600 57.75800 0.819 0.030 0.529
H 39.17900 49.64900 58.42500 -0.915 -0.713 2.101
H 38.39800 48.23800 59.44200 0.368 1.515 0.092
H 38.75600 49.98700 60.30700 0.322 -2.020 -1.762
N 35.84500 51.10500 53.10000 11.632 -2.877 -0.392
C 36.70200 52.14800 52.97100 3.052 -0.746 1.272
C 38.13100 51.57600 53.07900 -4.721 -1.047 -0.058
C 37.99300 50.07900 53.15400 -5.993 4.117 -0.297
C 36.49100 49.80900 53.11900 4.286 3.211 0.468
H 34.99000 50.96700 53.07900 -10.468 0.078 -0.466
H 36.27800 53.20500 53.04000 0.957 -1.680 -0.315
H 39.00900 52.21700 53.18100 -0.374 -0.514 -0.249
H 38.72100 49.38900 53.41500 1.226 -1.203 -0.036
H 35.92900 48.87000 53.11400 0.161 0.721 0.088
N 35.55500 46.66200 55.27300 -5.550 -0.970 -0.100
C 34.93300 46.58800 54.07200 -3.689 -1.133 0.780
C 33.44300 46.21400 54.45100 1.886 0.122 0.347
C 33.43200 46.04900 55.94200 7.973 3.768 -5.455
C 34.87400 46.50000 56.40900 -7.340 -2.760 -4.397
H 36.41800 46.91800 55.29000 6.580 1.831 0.202
H 35.64300 46.70500 53.17700 -1.909 -0.306 1.248
H 32.43300 46.07700 53.73800 3.386 0.331 1.971
H 32.59600 45.72500 56.35000 -3.407 -1.165 2.701
H 35.14400 46.51900 57.38100 1.542 0.132 2.555
N 41.07800 53.25200 56.55300 0.673 1.271 0.465
C 40.78300 52.78000 55.28500 -0.018 -4.582 3.531
C 40.68700 51.34500 55.36500 -0.052 -0.418 -0.593
C 41.08600 50.96400 56.70600 -0.410 5.838 -0.427
C 41.30900 52.22600 57.45900 0.481 -3.909 0.109
H 41.11100 54.31000 56.69200 0.161 -2.417 0.217
H 40.55200 53.46000 54.57900 -0.715 1.866 -2.395
H 40.31800 50.54200 54.53800 1.202 2.524 2.069
H 41.21900 50.03700 57.14100 0.133 -1.768 0.561
H 41.77500 52.07900 58.59500 -1.478 1.595 -3.320
C 39.98300 49.84100 63.88800 0.254 -3.506 -2.245
N 38.66800 50.49100 63.93200 1.049 5.745 -2.077
O 37.95900 50.55500 64.88800 -0.461 -1.556 0.792
O 38.56600 51.35500 62.99400 -0.480 -2.049 0.992
H 40.25800 49.87700 62.68900 -0.535 -0.389 3.387
H 39.68400 48.72400 64.23600 1.595 2.522 -0.598
H 40.78000 50.39300 64.47400 -1.424 -0.761 -0.393
C 39.67900 44.97100 56.73100 1.579 -0.061 -1.329
N 39.22400 46.33900 56.45200 -3.165 0.739 0.534
O 39.83900 47.23400 56.93400 1.582 1.368 0.688
O 38.15600 46.54800 55.84500 1.955 -1.204 0.360
H 39.48500 44.57000 57.71700 -0.589 0.671 0.223
H 40.80500 45.08000 56.64500 -1.389 -0.704 -0.357
H 39.13300 44.43500 55.96600 0.585 -0.812 -0.049
C 33.51100 56.70700 54.37800 1.686 1.361 3.817
N 34.14300 55.47100 54.08200 -0.697 -2.750 -4.379
O 34.77100 54.88400 54.88600 1.540 -0.688 3.362
O 34.07000 54.99800 52.93500 -0.736 1.384 0.442
H 32.46900 56.79500 54.35200 -1.531 -0.784 -0.186
H 33.91100 57.39100 53.71300 0.752 1.470 -1.395
H 33.91700 56.94200 55.42800 -0.969 -0.064 -1.582
C 33.65900 56.55800 59.08700 0.816 -1.228 -3.085
N 32.83700 55.33700 58.53400 1.235 1.151 1.366
O 32.33800 55.54100 57.42000 0.332 -1.827 2.092
O 32.80400 54.37400 59.31300 -0.978 0.542 -2.195
H 33.64000 57.04200 58.08100 -0.049 1.143 1.566
H 34.76100 56.27700 59.19800 -1.784 -0.047 0.604
H 33.10300 56.94900 59.94000 0.427 0.153 -0.307
C 37.77600 45.32500 61.01700 -3.560 0.620 0.391
N 36.83200 45.65400 59.78200 3.152 -0.970 0.025
O 37.55200 45.71100 58.74100 -2.761 0.358 1.426
O 35.64600 45.82000 59.93300 1.084 0.136 -0.791
H 37.15500 44.68600 61.69300 0.323 0.856 -0.339
H 37.89600 46.36500 61.44900 0.788 -1.563 -0.417
H 38.52900 44.67000 60.63500 1.003 0.632 -0.180
C 42.67100 47.29900 59.69100 -6.326 -9.909 8.650
N 41.44000 48.02100 60.03700 -2.098 0.447 4.451
O 41.58100 49.23600 60.03900 -0.808 -0.871 -0.671
O 40.48100 47.43800 60.71200 3.164 1.423 -3.017
H 43.20700 47.10300 60.87900 -1.505 0.239 -4.269
H 43.10700 47.78400 59.08900 6.739 7.402 -7.496
H 42.31900 46.38800 58.99900 0.895 1.210 2.415
C 30.55700 51.68900 57.69400 -0.315 5.498 -1.023
N 31.79800 50.98800 57.46300 1.300 -2.344 -0.620
O 32.13300 50.16800 58.31700 -0.225 0.839 -0.227
O 32.45800 51.17800 56.44200 -0.883 0.488 0.893
H 30.99300 52.75400 58.14700 -1.312 -2.636 -0.888
H 29.87500 51.24900 58.40600 0.320 -0.466 -0.014
H 30.03200 52.06500 56.70400 1.291 -1.296 1.926
C 32.80300 53.43000 62.77400 1.465 3.023 -1.010
N 34.20600 53.40600 62.25200 1.766 -1.514 -0.563
O 34.77400 54.39700 61.83600 -0.940 0.467 0.462
O 34.74200 52.29700 62.17200 -0.880 0.595 0.330
H 32.65300 52.54500 63.28600 -0.604 -1.532 0.878
H 32.27800 53.61500 61.86500 -0.949 -0.547 -0.643
H 32.67500 54.37400 63.31300 0.168 -0.476 0.400
C 37.98700 55.49500 62.23600 5.681 0.950 1.097
N 38.62000 55.89500 60.97000 4.372 3.226 -3.878
O 38.24800 55.35700 59.86100 1.085 1.755 4.216
O 39.59400 56.80400 61.02100 -4.395 -4.100 -0.265
H 37.11300 55.44100 61.89000 -7.517 -1.788 -2.060
H 37.89700 56.35300 62.92700 1.284 -0.784 0.026
H 38.47800 54.52400 62.42600 -0.567 0.630 0.831
C 32.39200 48.35700 62.40400 4.535 -2.400 0.431
N 31.30000 47.38900 61.97500 1.198 0.827 -0.971
O 31.05200 47.26400 60.80000 1.046 0.559 -1.123
O 30.63300 46.90800 62.79900 -1.821 -1.635 3.634
H 33.03800 48.39100 61.49500 -0.418 0.336 0.899
H 33.19100 48.25900 63.46400 -3.098 -0.608 -3.243
H 31.86200 49.20700 62.53800 -1.425 2.925 0.344
```
Forces are in eV/Å.

The orbital gap is 3.97 eV. The value obtained for the highest occupied orbital energy is -9.033 eV. The net charge is +1. The spin multiplicity is 1. Its total energy is -96972.27795 eV. The relative energy (zero: lowest compared OMol25 entry of this formula, charge and spin) comes out at 343.6 kJ/mol.